ORCA calculation (wB97M-V/def2-TZVPD) on 9 unconnected molecules or ions with the total composition C30H60Cl4O17 in a non-equilibrium geometry.

Computed properties:
E_LUMO (eV): 0.60
SMILES: CCOC(=O)OC.CCOC(=O)OC.CCOC(=O)OC.CCOC(C)=O.CCOC(C)=O.CCOC(C)=O.CCOC(C)=O.ClCCl.ClCCl
E_tot (eV): -116982.003
HOMO energy (eV): -10.21

Structure (ORCA input):
```
! wB97M-V def2-TZVPD RIJCOSX def2/J DEFGRID3
* xyz 0 1
C -0.80 -0.90 0.07
Cl -0.11 0.08 -1.22
Cl -0.71 -0.03 1.61
H -1.84 -1.05 -0.16
H -0.28 -1.84 0.15
C -4.83 -1.13 0.84
Cl -6.38 -1.51 0.07
Cl -5.01 0.22 1.96
H -4.43 -2.01 1.33
H -4.12 -0.87 0.06
C 3.54 7.17 2.77
C 2.04 7.04 2.59
O 1.69 6.20 1.48
C 1.57 4.91 1.74
O 1.71 4.41 2.80
O 1.26 4.29 0.63
C 1.09 2.87 0.75
H 3.77 7.79 3.64
H 4.01 7.59 1.87
H 4.03 6.21 2.96
H 1.65 8.02 2.33
H 1.56 6.77 3.53
H 0.25 2.67 1.41
H 2.00 2.44 1.18
H 0.97 2.45 -0.24
C 3.18 -1.12 0.98
C 3.52 -2.27 0.05
O 2.34 -2.94 -0.40
C 1.85 -3.93 0.32
O 2.25 -4.28 1.37
O 0.80 -4.44 -0.32
C 0.21 -5.60 0.20
H 4.06 -0.59 1.35
H 2.57 -1.39 1.85
H 2.60 -0.39 0.41
H 4.23 -3.00 0.44
H 3.96 -1.82 -0.84
H -0.06 -5.50 1.25
H 0.86 -6.46 0.04
H -0.66 -5.80 -0.41
C -6.51 -5.29 -0.30
C -5.04 -5.54 -0.28
O -4.55 -5.35 1.08
C -3.46 -4.70 1.29
O -2.87 -4.03 0.49
O -3.11 -4.92 2.52
C -1.91 -4.31 3.04
H -6.98 -6.05 0.32
H -6.87 -5.44 -1.32
H -6.84 -4.28 -0.08
H -4.49 -4.95 -1.02
H -4.85 -6.59 -0.48
H -1.68 -4.78 3.99
H -2.07 -3.24 3.26
H -1.08 -4.36 2.35
O 1.43 -2.51 4.08
C 1.37 -2.12 5.19
O 1.59 -0.88 5.54
C 1.79 0.03 4.46
C 2.17 1.37 5.02
C 1.01 -2.97 6.37
H 0.92 0.17 3.82
H 2.61 -0.29 3.82
H 2.06 2.11 4.22
H 3.19 1.38 5.41
H 1.54 1.74 5.83
H -0.08 -2.89 6.53
H 1.47 -2.57 7.28
H 1.22 -4.02 6.24
O 4.92 0.96 -1.54
C 5.02 1.26 -2.69
O 4.01 1.42 -3.53
C 2.69 1.21 -2.99
C 1.76 2.34 -3.41
C 6.36 1.49 -3.36
H 2.73 1.07 -1.92
H 2.26 0.31 -3.45
H 2.03 3.31 -3.00
H 0.74 2.11 -3.07
H 1.66 2.37 -4.50
H 6.28 1.89 -4.36
H 6.94 0.57 -3.31
H 6.88 2.27 -2.79
O -1.56 -0.82 -4.40
C -0.58 -0.68 -5.05
O 0.50 -1.43 -4.89
C 0.44 -2.42 -3.83
C 1.81 -3.01 -3.67
C -0.42 0.37 -6.10
H -0.34 -3.16 -4.04
H 0.12 -1.89 -2.93
H 2.49 -2.29 -3.21
H 2.21 -3.33 -4.63
H 1.74 -3.86 -2.99
H 0.64 0.44 -6.37
H -0.73 1.32 -5.70
H -0.93 0.10 -7.02
O -2.18 3.81 -1.53
C -3.29 3.37 -1.42
O -4.40 4.06 -1.70
C -4.25 5.35 -2.30
C -4.28 6.44 -1.25
C -3.56 1.97 -0.94
H -5.06 5.47 -3.01
H -3.34 5.44 -2.89
H -3.42 6.42 -0.58
H -5.19 6.44 -0.65
H -4.22 7.46 -1.68
H -2.70 1.36 -1.21
H -4.48 1.54 -1.32
H -3.63 2.00 0.15
*
```

Löwdin atomic charge list, values in e, 8 entries: -0.93 0.64 0.58 0.00 0.02 -1.02 0.54 0.54